1.
CH2N4O2 in the gas phase, computed with the ωB97M-V functional and the def2-TZVPD basis.

Last column: Löwdin charge in e.
Positions of all 9 atoms, in Å:
O -0.754 2.140 -0.010  0.101
C -0.052 1.137 -0.024  -0.449
N 1.354 1.188 -0.285  0.127
N 1.706 -0.038 -0.246  -0.043
N 0.793 -0.912 -0.097  -0.011
N -0.444 -0.227 0.434  0.005
O -1.572 -0.567 -0.496  -0.053
H 1.161 -1.499 0.730  0.181
H -2.192 -1.222 -0.005  0.143

Its energy relative to the best compared isomer or geometry (same formula, charge and spin) is 3.6682 eV. The calculation puts the total energy at -11119.9528 eV. Its structure (SMILES) is O=c1nn[nH]n1O.

2.
CH2N4O6 in the gas phase, computed with the ωB97M-V functional and the def2-TZVPD basis.

Last column: Löwdin charge in e.
Positions of all 13 atoms, in Å:
N -0.463 -0.242 0.381  0.226
C 0.774 -0.620 0.725  -0.651
O 1.077 -1.635 1.171  0.182
N 1.694 0.353 0.613  -0.086
O 1.458 1.451 -0.262  -0.013
N 1.894 2.612 0.463  0.019
O 1.987 3.632 -0.160  0.084
O 2.985 0.047 0.731  0.060
N 3.665 -0.768 -0.381  -0.364
O 2.995 -1.014 -1.289  0.187
O 4.783 -0.997 -0.152  0.186
H -0.692 0.707 0.355  0.090
H -1.142 -0.690 0.864  0.081

Its energy relative to the best compared isomer or geometry (same formula, charge and spin) is 0.3769 eV. The calculation puts the total energy at -19305.0639 eV. Its structure (SMILES) is NC(=O)N(ON=O)O[N+](=O)[O-].

3.
A gas-phase ion, CH2NO2 (charge -1), computed with the ωB97M-V functional and the def2-TZVPD basis.

Last column: Löwdin charge in e.
Positions of all 6 atoms, in Å:
N -0.067 0.552 0.595  0.044
C 0.288 -0.280 -0.558  -0.876
O 0.859 -1.353 -0.270  -0.122
O -0.017 0.192 -1.670  -0.118
H -0.993 0.949 0.501  0.036
H -0.070 -0.059 1.402  0.035

Its energy relative to the best compared isomer or geometry (same formula, charge and spin) is 0.0000 eV. Its net charge is -1. The calculation puts the total energy at -6656.3770 eV. Its structure (SMILES) is NC(=O)[O-].

4.
2 unconnected molecules or ions with the total composition CH2NO2, computed with the ωB97M-V functional and the def2-TZVPD basis.

Last column: Löwdin charge in e.
Positions of all 6 atoms, in Å:
C -0.979 0.510 -0.424  -0.231
N 1.255 -0.087 -0.555  -0.175
O 0.936 -1.328 -0.264  -0.391
O -1.966 1.172 -0.708  -0.171
H 1.561 0.421 0.212  -0.054
H -1.210 -0.481 0.279  0.022

Its energy relative to the best compared isomer or geometry (same formula, charge and spin) is 6.0846 eV. Its net charge is -1. The calculation puts the total energy at -6650.2924 eV.

5.
2 unconnected molecules or ions with the total composition CH2NO2, computed with the ωB97M-V functional and the def2-TZVPD basis.

Last column: Löwdin spin population.
Positions of all 6 atoms, in Å:
C 0.138 1.047 -0.602  0.555
N -0.727 -1.355 0.295  0.594
O -0.357 -1.154 1.498  0.437
O 0.255 2.019 -1.353  0.289
H 0.100 -1.703 -0.267  0.017
H 0.590 1.147 0.429  0.107

Its energy relative to the best compared isomer or geometry (same formula, charge and spin) is 0.2918 eV. Its net charge is -1. The multiplicity is 3. As for the expectation value of S²: 2.01. The calculation puts the total energy at -6649.5759 eV.

6.
A gas-phase ion, CH2NO2S2 (charge -1), computed with the ωB97M-V functional and the def2-TZVPD basis.

Last column: Löwdin charge in e.
Positions of all 8 atoms, in Å:
C 0.339 1.567 -0.753  -0.914
N 0.492 -1.474 0.074  -1.034
O 0.767 1.321 -1.792  0.043
O -0.124 2.402 -0.107  0.012
S 1.009 0.032 0.594  0.701
S -1.083 -1.915 -0.272  0.412
H -0.042 0.714 1.341  -0.041
H -1.360 -2.647 0.916  -0.180

Its energy relative to the best compared isomer or geometry (same formula, charge and spin) is 1.6117 eV. Its net charge is -1. The calculation puts the total energy at -28324.3845 eV.

7.
A molecular structure, CH2NO3PS, computed with the ωB97M-V functional and the def2-TZVPD basis.

Last column: Löwdin charge in e.
Positions of all 9 atoms, in Å:
C 2.787 1.596 -0.213  -0.964
N -0.511 0.357 0.550  0.027
O 0.960 2.249 1.655  -0.242
O 1.838 1.512 -0.867  0.063
O 1.988 -0.143 1.197  -0.305
P 0.964 0.945 1.071  0.427
S 4.054 1.924 0.553  0.949
H -0.258 -0.355 -0.012  0.010
H -1.194 0.916 0.193  0.035

Its energy relative to the best compared isomer or geometry (same formula, charge and spin) is 1.0299 eV. The calculation puts the total energy at -28826.8737 eV.

8.
2 unconnected molecules or ions with the total composition CH2NO3S, computed with the ωB97M-V functional and the def2-TZVPD basis.

Last column: Löwdin charge in e.
Positions of all 8 atoms, in Å:
C 0.742 0.527 -1.211  -0.698
N 1.389 0.618 -0.035  0.192
O 1.367 0.946 -2.197  0.021
O -0.564 0.124 -1.277  0.058
O -1.748 -0.936 1.022  -0.905
S -0.979 -0.354 2.231  0.358
H 1.054 -0.117 0.607  -0.036
H -0.969 -0.365 -0.560  0.011

Its energy relative to the best compared isomer or geometry (same formula, charge and spin) is 2.6104 eV. Its net charge is -1. The calculation puts the total energy at -19536.2919 eV.

9.
A molecular structure, CH2NO3S, computed with the ωB97M-V functional and the def2-TZVPD basis.

Last column: Löwdin charge in e.
Positions of all 8 atoms, in Å:
C -0.658 -0.015 -1.142  -0.270
N -1.111 -0.802 -0.287  -0.488
O -2.329 -0.485 0.097  -0.147
O -0.512 -1.904 -0.032  -0.137
O -0.113 0.977 -1.462  0.036
S 2.276 0.583 1.115  0.255
H 1.302 1.632 0.104  0.015
H 1.145 0.015 1.606  -0.265

Its energy relative to the best compared isomer or geometry (same formula, charge and spin) is 6.3880 eV. Its net charge is -1. The calculation puts the total energy at -19532.5143 eV.

10.
A molecular structure, CH2NO3S, computed with the ωB97M-V functional and the def2-TZVPD basis.

Last column: Löwdin spin population.
Positions of all 8 atoms, in Å:
C 1.041 0.351 -0.178  0.036
N -0.905 -1.419 0.136  0.708
O 0.182 0.994 0.534  0.240
O -2.502 0.349 0.982  0.224
O 0.324 -1.044 -0.574  0.197
S -1.506 0.008 -0.028  0.589
H 1.892 0.137 0.397  0.008
H 1.473 0.626 -1.269  -0.001

Its energy relative to the best compared isomer or geometry (same formula, charge and spin) is 5.1877 eV. Its net charge is -1. The multiplicity is 3. As for the expectation value of S²: 2.01. The calculation puts the total energy at -19531.1106 eV.

11.
2 unconnected molecules or ions with the total composition CH2NO3S2, computed with the ωB97M-V functional and the def2-TZVPD basis.

Last column: Löwdin charge in e.
Positions of all 9 atoms, in Å:
C -0.823 0.514 -0.182  -0.755
N -0.400 -0.764 -0.030  -0.373
O -2.007 0.837 -0.210  -0.061
O 0.233 1.351 -0.359  0.079
O 2.842 0.614 0.163  -0.912
S -1.616 -1.839 0.138  0.703
S 3.440 -0.776 0.375  0.325
H 1.029 0.847 -0.196  0.009
H -2.699 -0.783 0.301  -0.014

Its energy relative to the best compared isomer or geometry (same formula, charge and spin) is 3.2044 eV. Its net charge is -1. The calculation puts the total energy at -30371.2895 eV.

12.
2 unconnected molecules or ions with the total composition CH2NO4, computed with the ωB97M-V functional and the def2-TZVPD basis.

Last column: Löwdin charge in e.
Positions of all 8 atoms, in Å:
C 2.368 -0.045 -0.172  -0.485
N -1.352 0.551 0.519  -0.264
O -0.091 0.205 0.566  -0.356
O 2.418 -1.183 0.045  0.164
O 2.499 1.057 -0.492  0.167
O -2.096 -0.546 -0.403  -0.229
H -1.623 1.245 -0.209  0.049
H -2.123 -1.283 0.148  -0.046

Its energy relative to the best compared isomer or geometry (same formula, charge and spin) is 0.9370 eV. Its net charge is -1. The calculation puts the total energy at -10747.5143 eV.

Q: Number 1 is which compound?
A: CH2N4O2